The following is a DFT calculation (wB97M-V/def2-TZVPD) of 9 unconnected molecules or ions with the total composition C49H124N9O8.

Calculated values
<S²> = 0.76
M = 967.59 g/mol
Calculated total energy = -3031.98745 Eh
Highest occupied orbital energy (alpha / beta) = -25.355 / -25.355 eV

```
! wB97M-V def2-TZVPD RIJCOSX def2/J DEFGRID3
* xyz 8 2
C 11.707 11.860 -28.520
N 10.584 12.921 -28.571
C 11.038 13.965 -29.606
C 9.404 12.183 -29.228
C 10.333 13.576 -27.220
C 8.992 14.435 -27.173
O 7.873 13.531 -27.376
H 11.394 11.146 -27.759
H 12.572 12.417 -28.160
H 12.070 11.377 -29.427
H 10.940 13.505 -30.590
H 12.059 14.247 -29.349
H 10.372 14.826 -29.664
H 9.650 11.666 -30.155
H 8.657 12.925 -29.511
H 8.989 11.490 -28.496
H 11.217 14.105 -26.866
H 10.126 12.745 -26.545
H 9.041 15.376 -27.721
H 9.035 14.680 -26.112
H 7.049 13.991 -27.198
C 18.900 14.250 -25.524
N 17.630 15.078 -25.923
C 17.599 16.199 -24.838
C 17.895 15.673 -27.323
C 16.374 14.123 -25.834
C 15.098 14.584 -26.565
O 14.792 15.974 -26.379
H 18.714 13.828 -24.537
H 19.795 14.863 -25.414
H 19.052 13.407 -26.199
H 18.364 16.968 -24.733
H 17.659 15.783 -23.833
H 16.587 16.596 -24.914
H 18.871 16.157 -27.336
H 17.072 16.387 -27.356
H 17.734 14.910 -28.085
H 16.450 13.836 -24.785
H 16.553 13.197 -26.381
H 14.317 13.908 -26.217
H 15.158 14.428 -27.642
H 13.879 16.179 -26.596
C 6.445 11.320 -25.121
N 7.304 10.025 -25.013
C 6.813 9.117 -26.185
C 8.692 10.529 -25.397
C 7.164 9.414 -23.568
C 8.037 8.216 -23.361
O 9.413 8.406 -23.165
H 6.820 11.938 -24.305
H 5.402 11.041 -24.969
H 6.455 11.852 -26.072
H 5.893 8.660 -25.821
H 7.474 8.283 -26.419
H 6.539 9.716 -27.053
H 8.543 11.134 -26.291
H 9.301 9.691 -25.738
H 9.122 11.040 -24.536
H 6.099 9.310 -23.365
H 7.434 10.185 -22.846
H 7.769 7.517 -24.153
H 7.648 7.682 -22.495
H 9.612 7.917 -22.364
C 11.792 18.716 -21.764
N 13.236 18.589 -22.304
C 13.667 20.076 -22.549
C 14.063 17.946 -21.223
C 13.339 17.794 -23.658
C 13.064 16.267 -23.469
O 13.997 15.498 -22.661
H 11.350 19.354 -22.528
H 11.716 19.339 -20.873
H 11.388 17.719 -21.585
H 14.627 20.102 -23.065
H 13.652 20.485 -21.539
H 12.908 20.597 -23.132
H 13.699 16.950 -20.974
H 14.047 18.616 -20.363
H 15.088 17.883 -21.589
H 14.334 17.921 -24.082
H 12.542 18.150 -24.311
H 13.139 15.791 -24.447
H 12.046 16.025 -23.164
H 13.845 14.588 -22.924
C 9.150 14.835 -22.415
N 7.855 15.636 -22.388
C 6.972 15.129 -23.571
C 6.992 15.452 -21.130
C 8.152 17.140 -22.516
C 8.577 17.678 -23.946
O 9.869 17.194 -24.281
H 8.742 13.846 -22.207
H 9.848 15.182 -21.653
H 9.567 14.884 -23.421
H 7.572 15.155 -24.480
H 6.132 15.783 -23.804
H 6.607 14.109 -23.450
H 5.943 15.204 -21.287
H 6.993 16.342 -20.500
H 7.467 14.642 -20.578
H 8.778 17.508 -21.702
H 7.256 17.693 -22.236
H 8.566 18.764 -23.852
H 8.070 17.377 -24.863
H 10.166 17.400 -25.170
C 15.939 11.626 -22.141
C 15.471 12.671 -21.168
C 16.391 12.875 -19.967
N 16.062 14.128 -19.123
C 14.523 14.026 -18.774
C 16.857 14.111 -17.845
C 17.025 15.573 -17.448
C 17.050 16.290 -18.834
C 16.477 15.396 -19.870
H 16.114 10.669 -21.650
H 16.901 11.867 -22.594
H 15.298 11.310 -22.964
H 14.503 12.347 -20.787
H 15.291 13.604 -21.702
H 17.457 12.951 -20.183
H 16.289 12.070 -19.239
H 14.077 14.394 -19.698
H 14.363 14.813 -18.037
H 14.267 13.051 -18.360
H 16.407 13.674 -16.953
H 17.837 13.645 -17.945
H 16.302 16.017 -16.764
H 17.941 15.606 -16.859
H 16.608 17.278 -18.698
H 18.064 16.448 -19.200
H 15.649 15.869 -20.397
H 17.221 15.027 -20.575
C 15.043 9.354 -28.904
C 14.339 9.386 -27.540
C 14.549 7.996 -26.862
N 13.868 7.824 -25.437
C 12.362 8.063 -25.538
C 14.481 8.796 -24.362
C 14.060 8.211 -23.019
C 14.158 6.719 -23.235
C 14.287 6.468 -24.803
H 14.947 8.356 -29.334
H 16.087 9.450 -28.608
H 14.743 10.049 -29.689
H 13.261 9.523 -27.626
H 14.684 10.153 -26.847
H 15.563 7.631 -26.697
H 14.170 7.122 -27.392
H 12.012 7.308 -26.242
H 12.077 9.085 -25.786
H 11.910 7.876 -24.564
H 14.096 9.783 -24.619
H 15.570 8.823 -24.413
H 13.104 8.523 -22.599
H 14.799 8.483 -22.266
H 13.308 6.203 -22.788
H 15.011 6.300 -22.702
H 13.698 5.623 -25.159
H 15.322 6.259 -25.077
C 9.288 8.847 -16.028
C 9.461 9.315 -17.456
C 10.658 10.219 -17.764
N 10.371 11.137 -19.058
C 9.355 12.275 -18.791
C 11.708 11.776 -19.582
C 11.421 12.225 -20.996
C 10.455 11.197 -21.540
C 9.979 10.380 -20.356
H 8.578 8.029 -15.907
H 9.061 9.626 -15.301
H 10.181 8.283 -15.756
H 8.552 9.817 -17.786
H 9.567 8.429 -18.083
H 11.553 9.628 -17.957
H 10.949 10.987 -17.047
H 8.341 11.900 -18.650
H 9.192 12.916 -19.657
H 9.824 12.815 -17.968
H 11.944 12.621 -18.937
H 12.502 11.030 -19.548
H 10.951 13.208 -20.991
H 12.281 12.263 -21.665
H 9.504 11.492 -21.983
H 10.906 10.590 -22.325
H 8.912 10.216 -20.208
H 10.536 9.443 -20.323
N 12.551 12.482 -24.659
O 11.441 12.868 -24.361
O 12.737 11.728 -25.623
O 13.464 12.826 -23.896
*
```